1.
The following is a quantum chemistry calculation of a cluster of 4 separate species, C30H65BClN2O7P2 in total in a non-equilibrium geometry, from the OMol25 dataset.

Values from the calculation:
- Orbital gap: 0.2067 Ha
- Maximum force: 6.69 eV/A
- LUMO level: 2.13 eV
- Charge: -1

The geometry in XYZ format:
```
108
Properties=species:S:1:pos:R:3:mulliken_charge:R:1
C -4.149 -0.019 6.352 -0.502
C -4.135 0.622 4.891 0.639
O -3.634 1.790 4.790 -0.523
O -4.563 0.010 3.681 -0.383
C -3.580 -0.985 3.202 0.517
O -3.549 -2.029 3.899 -0.550
C -2.861 -0.633 1.851 -1.191
P -0.981 -0.999 1.656 1.533
N -1.240 -2.702 2.128 -0.754
Cl 1.121 -1.548 1.392 -0.354
C -0.540 0.765 1.019 -1.272
C -1.054 2.029 1.804 -0.397
C -0.001 2.913 2.639 -0.636
C 1.512 2.920 2.135 -0.612
N 2.481 2.199 3.040 0.278
C 3.887 1.869 2.716 -0.476
C 4.598 1.164 3.929 -0.430
C 3.539 1.051 5.084 -0.694
C 2.328 1.719 4.391 0.089
B -0.529 -0.628 3.503 0.979
O 0.476 -1.549 4.093 -0.710
O -1.022 0.344 4.421 -0.810
P -1.410 -1.545 -0.436 -0.409
O -1.866 -3.189 -0.651 -0.426
O -0.056 -1.332 -1.479 -0.081
H -3.083 -0.294 6.714 0.233
H -4.490 0.822 7.074 -0.003
H -4.889 -0.884 6.447 0.258
H -3.205 0.398 1.503 0.292
H -3.347 -1.350 1.066 0.630
H -0.542 -3.299 1.639 0.225
H -2.196 -3.044 1.965 0.271
H -0.999 0.820 -0.055 0.427
H 0.600 0.746 0.801 0.378
H -1.506 2.765 1.021 0.470
H -1.944 1.862 2.532 -0.207
H -0.123 2.681 3.769 0.167
H -0.371 4.012 2.557 0.381
H 1.870 4.026 2.158 0.308
H 1.643 2.606 1.027 0.364
H 4.338 2.161 1.702 0.287
H 5.683 0.811 3.990 0.290
H 3.617 0.634 6.147 0.306
H 1.381 1.805 5.018 0.238
H -0.103 -2.258 4.483 0.244
H -1.212 -0.093 5.281 0.161
H -1.091 -3.687 -1.022 0.248
H 0.456 -0.524 -1.263 0.230
C -7.708 1.582 7.181 -1.178
C -7.054 2.251 8.383 -0.273
C -7.391 1.565 9.708 -0.699
C -8.877 1.576 10.083 -0.728
C -9.509 2.967 10.176 -0.354
C -8.882 3.836 11.257 -1.181
H -8.799 1.612 7.245 0.375
H -7.417 2.095 6.260 0.350
H -7.396 0.537 7.101 0.249
H -7.336 3.307 8.413 0.281
H -5.968 2.228 8.246 0.235
H -6.809 2.037 10.506 0.318
H -7.053 0.523 9.665 0.369
H -8.995 1.067 11.047 0.375
H -9.441 0.979 9.359 0.315
H -10.576 2.848 10.396 0.371
H -9.451 3.479 9.211 0.248
H -8.976 3.364 12.238 0.292
H -9.384 4.807 11.299 0.368
H -7.822 4.020 11.064 0.285
C 3.060 -1.282 -7.678 -1.261
C 3.726 -0.611 -6.485 -0.176
C 3.403 -1.293 -5.155 -0.782
C 1.922 -1.282 -4.764 -0.609
C 1.290 0.110 -4.666 -0.490
C 1.928 0.980 -3.595 -1.222
H 1.970 -1.252 -7.602 0.434
H 3.340 -0.771 -8.604 0.313
H 3.371 -2.327 -7.759 0.238
H 3.444 0.446 -6.454 0.314
H 4.811 -0.633 -6.634 0.200
H 3.995 -0.820 -4.364 0.345
H 3.741 -2.336 -5.199 0.377
H 1.815 -1.788 -3.798 0.284
H 1.350 -1.880 -5.479 0.332
H 0.226 -0.009 -4.435 0.426
H 1.337 0.620 -5.634 0.353
H 1.846 0.510 -2.612 0.192
H 1.426 1.951 -3.550 0.356
H 2.987 1.164 -3.800 0.342
C 6.618 -2.170 -8.354 -0.825
C 7.393 -3.027 -9.345 -0.538
C 8.043 -2.212 -10.464 -0.779
C 7.063 -1.456 -11.367 -0.722
C 6.017 -2.333 -12.062 -0.283
C 6.630 -3.355 -13.009 -1.219
H 5.791 -1.642 -8.836 0.062
H 6.194 -2.796 -7.564 0.381
H 7.273 -1.429 -7.886 0.335
H 6.734 -3.795 -9.761 0.266
H 8.180 -3.562 -8.802 0.371
H 8.661 -2.880 -11.073 0.331
H 8.734 -1.485 -10.020 0.361
H 7.638 -0.919 -12.130 0.388
H 6.548 -0.686 -10.784 0.329
H 5.345 -1.683 -12.632 0.359
H 5.394 -2.843 -11.321 0.218
H 7.216 -2.860 -13.788 0.292
H 5.842 -3.937 -13.496 0.379
H 7.281 -4.056 -12.481 0.287
```

---

2.
The following is a quantum chemistry calculation of a cluster of 3 separate species, C30H65BF4N11O6P2 in total in a non-equilibrium geometry, from the OMol25 dataset.

Values from the calculation:
- Orbital gap: 0.2143 Ha
- Maximum force: 8.19 eV/A
- LUMO level: -3.83 eV
- Charge: +1

The geometry in XYZ format:
```
119
Properties=species:S:1:pos:R:3:mulliken_charge:R:1
C 3.816 -0.766 1.704 -0.840
C 3.490 0.731 1.502 0.642
O 3.731 1.483 2.396 -0.548
O 2.886 1.267 0.373 -0.222
C 3.132 0.522 -0.835 -0.622
C 2.245 1.125 -2.003 -0.770
C 0.789 1.497 -1.522 -0.341
C 0.085 0.315 -0.763 -0.923
C -1.393 0.589 -0.423 0.775
C -2.534 -0.017 -1.178 -0.261
C -2.218 -0.980 -2.367 -0.513
C -2.740 -2.411 -1.956 -0.709
C -1.956 -2.918 -0.742 0.529
F -0.589 -2.875 -0.825 -0.344
C -2.493 -3.395 0.379 0.196
F -1.761 -3.747 1.439 -0.082
F -3.812 -3.601 0.535 -0.271
N -3.808 0.197 -0.917 -1.339
N -4.071 0.976 0.113 0.523
B -5.566 1.194 0.382 0.548
O -6.410 0.181 0.746 -0.575
O -6.028 2.499 0.196 -0.464
C -3.228 1.602 0.954 0.483
C -3.647 2.453 2.158 -1.382
C -3.949 1.534 3.434 0.401
N -5.373 1.146 3.519 -0.604
N -3.122 0.312 3.426 -0.429
N -3.637 2.250 4.682 -0.594
C -1.782 1.443 0.695 0.889
C -0.668 2.117 1.524 -1.039
C -0.374 1.459 2.912 0.472
F 0.854 1.964 3.400 -0.380
H 2.883 -1.301 2.027 0.157
H 4.556 -0.922 2.522 0.360
H 4.231 -1.283 0.809 0.383
H 2.880 -0.561 -0.777 0.326
H 4.205 0.660 -1.107 0.379
H 2.228 0.346 -2.804 0.217
H 2.796 1.998 -2.413 0.391
H 0.208 1.694 -2.455 0.305
H 0.836 2.454 -0.958 0.414
H 0.610 0.160 0.218 0.004
H 0.250 -0.635 -1.323 0.688
H -1.148 -0.934 -2.640 0.253
H -2.849 -0.659 -3.234 0.448
H -3.824 -2.299 -1.709 0.335
H -2.638 -3.151 -2.786 0.385
H -7.110 0.586 1.296 0.357
H -5.667 2.860 -0.633 0.338
H -2.823 3.130 2.488 0.529
H -4.502 3.143 1.948 0.512
H -5.522 0.264 3.017 0.350
H -5.645 0.931 4.480 0.290
H -3.003 -0.071 4.362 0.245
H -3.461 -0.387 2.770 0.134
H -2.776 1.910 5.101 0.266
H -3.637 3.258 4.557 0.278
H 0.262 2.122 0.912 -0.294
H -0.905 3.194 1.725 0.659
H -1.139 1.814 3.639 -0.395
H -0.268 0.354 2.891 0.457
O 1.724 -2.128 4.125 -0.614
P 1.808 -3.036 5.348 0.718
N 0.345 -3.840 4.968 0.385
C -0.852 -3.970 5.770 -0.963
C 0.324 -4.619 3.739 -1.066
N 1.533 -1.782 6.495 0.186
C 0.508 -1.775 7.521 -0.951
C 1.787 -0.408 6.068 -0.910
N 2.096 -4.119 6.712 -0.137
C 3.392 -3.807 7.374 -1.120
C 2.152 -5.562 6.401 -1.048
H -0.649 -4.325 6.785 0.355
H -1.551 -4.694 5.345 0.455
H -1.395 -3.021 5.823 0.068
H 0.742 -5.623 3.891 0.234
H 0.914 -4.137 2.956 0.241
H -0.684 -4.728 3.339 0.421
H -0.461 -1.447 7.125 0.195
H 0.782 -1.086 8.327 0.368
H 0.387 -2.741 8.007 0.286
H 0.968 -0.016 5.452 0.149
H 2.713 -0.341 5.499 0.277
H 1.912 0.252 6.930 0.343
H 4.235 -3.969 6.697 0.361
H 3.528 -4.430 8.260 0.416
H 3.432 -2.775 7.718 0.322
H 2.841 -5.773 5.579 0.365
H 1.171 -5.960 6.146 0.283
H 2.475 -6.132 7.275 0.389
O 1.359 1.698 -5.378 -0.728
P 1.513 2.516 -6.656 0.836
N 0.157 1.815 -7.442 0.201
C 0.117 1.127 -8.716 -1.001
C -1.156 2.041 -6.858 -0.967
N 2.967 1.741 -7.156 0.167
C 3.206 1.123 -8.448 -1.068
C 3.736 1.027 -6.142 -0.933
N 1.742 3.643 -7.995 -0.124
C 2.874 4.570 -7.723 -1.123
C 0.594 4.512 -8.322 -1.034
H 0.597 1.693 -9.521 0.322
H -0.907 0.954 -9.055 0.422
H 0.583 0.140 -8.645 0.233
H -1.575 3.007 -7.169 0.279
H -1.106 2.046 -5.766 0.130
H -1.869 1.260 -7.128 0.459
H 2.803 0.105 -8.493 0.305
H 4.281 1.058 -8.646 0.373
H 2.803 1.703 -9.276 0.305
H 3.298 0.045 -5.917 0.282
H 3.794 1.603 -5.219 0.210
H 4.768 0.873 -6.469 0.348
H 2.674 5.198 -6.851 0.362
H 3.057 5.213 -8.586 0.418
H 3.803 4.032 -7.542 0.316
H 0.210 5.026 -7.437 0.366
H -0.220 3.954 -8.783 0.284
H 0.878 5.265 -9.060 0.378
```

---

3.
The following is a quantum chemistry calculation of a structure of composition C30H65ClCrO26S3 in a non-equilibrium geometry, from the OMol25 dataset.

Values from the calculation:
- Orbital gap (spin up / spin down): 0.2736 / 0.3376 Ha
- Maximum force: 4.15 eV/A
- LUMO level (spin up / spin down): 0.00 / 0.00 eV
- 2S+1: 5

The geometry in XYZ format:
```
126
Properties=species:S:1:pos:R:3:mulliken_charge:R:1
Cr -0.088 0.119 2.563 0.713
O -3.969 -0.356 3.392 -0.532
C -2.666 -0.168 3.111 0.768
O -1.894 -1.109 2.875 -0.584
O -2.065 0.926 3.052 -0.854
H -4.043 -1.302 3.538 0.357
Cl -0.099 0.484 0.053 -0.530
C -2.826 -2.325 -3.443 -0.151
C -1.764 -3.142 -2.662 -0.072
C -0.434 -2.400 -3.033 0.399
O -0.653 -2.121 -4.433 -0.501
C -2.006 -1.729 -4.639 -0.448
H -3.290 -1.505 -2.895 0.005
H -3.571 -3.058 -3.750 0.286
H -1.772 -4.152 -3.072 0.362
H -1.868 -3.268 -1.585 -0.218
H 0.488 -2.956 -2.865 -0.119
H -0.331 -1.463 -2.486 -0.050
H -2.277 -2.150 -5.607 0.384
H -2.199 -0.658 -4.687 0.111
C 0.324 5.056 -1.092 0.576
C 0.062 6.203 -2.009 -0.654
C 0.808 5.915 -3.329 -0.567
O 1.308 4.599 -3.115 -0.435
C 1.503 4.330 -1.701 -0.382
H -0.467 4.308 -1.148 -0.492
H 0.457 5.260 -0.030 0.384
H 0.434 7.124 -1.559 0.368
H -1.016 6.248 -2.164 0.173
H 1.561 6.685 -3.499 0.326
H 0.159 5.938 -4.205 0.304
H 2.442 4.832 -1.466 0.416
H 1.546 3.266 -1.467 0.059
O -3.310 4.353 -2.009 -0.574
S -3.802 3.126 -2.608 1.199
O -5.205 2.956 -3.013 -0.643
O -2.827 2.721 -3.924 -0.461
C -1.422 2.950 -3.736 0.632
C -0.623 1.737 -4.327 -0.720
C -3.338 1.744 -1.403 -0.453
H -1.103 3.039 -2.698 -0.431
H -1.121 3.900 -4.177 0.290
H -0.829 1.653 -5.394 0.465
H -0.935 0.768 -3.937 -0.295
H 0.450 1.818 -4.152 0.196
H -3.026 2.071 -0.411 0.185
H -2.464 1.266 -1.845 -0.041
H -4.169 1.039 -1.361 0.427
O 4.089 -1.181 2.143 -0.743
S 3.467 0.163 2.030 0.776
O 2.109 0.348 2.553 0.324
O 4.379 1.272 2.789 -0.022
C 5.786 1.298 2.609 -0.082
C 6.407 2.673 2.990 -1.377
C 3.563 0.714 0.183 -1.103
H 6.032 1.090 1.568 0.280
H 6.314 0.615 3.276 0.262
H 7.494 2.656 3.067 0.408
H 6.058 3.124 3.919 0.321
H 6.196 3.418 2.223 0.335
H 2.885 0.056 -0.361 0.270
H 4.553 0.629 -0.264 0.530
H 3.213 1.747 0.177 0.382
O 0.850 -1.913 1.965 0.189
S 1.577 -3.171 2.088 1.075
O 2.435 -3.543 3.193 -0.728
O 0.431 -4.434 1.838 -0.506
C -0.704 -4.174 1.030 0.363
C -1.905 -5.089 1.324 -1.322
C 2.631 -3.310 0.525 -0.603
H -0.410 -4.296 -0.012 0.248
H -0.969 -3.117 1.020 0.121
H -1.729 -6.116 1.644 0.369
H -2.544 -4.952 0.451 0.306
H -2.488 -4.634 2.125 0.293
H 3.027 -4.324 0.467 0.554
H 3.447 -2.600 0.392 0.255
H 1.849 -3.103 -0.205 -0.109
C -1.478 -0.622 6.573 -0.397
O -0.124 -0.585 6.820 -0.402
C 0.782 -0.431 5.773 0.605
O 0.472 -0.342 4.569 -0.484
O 1.990 -0.652 6.253 -0.416
C 3.118 -0.726 5.378 -0.074
H -1.923 0.372 6.618 0.292
H -2.001 -1.230 7.311 0.357
H -1.707 -1.038 5.592 -0.020
H 2.977 -1.402 4.534 -0.048
H 4.022 -1.058 5.887 0.368
H 3.488 0.239 5.030 0.043
C 3.599 -4.309 -3.626 -0.551
O 3.556 -3.195 -4.506 -0.354
C 3.339 -1.993 -4.004 0.917
O 3.333 -1.700 -2.813 -0.546
O 3.165 -1.187 -5.018 -0.334
C 2.941 0.218 -4.796 -0.498
H 2.723 -4.380 -2.980 0.174
H 4.438 -4.243 -2.934 0.295
H 3.689 -5.249 -4.169 0.264
H 3.273 0.529 -3.805 0.271
H 1.864 0.384 -4.809 0.136
H 3.334 0.753 -5.661 0.298
C 2.535 3.217 4.740 -0.033
O 1.618 4.012 3.978 -0.446
C 0.637 3.460 3.250 0.454
O 0.488 2.272 3.099 -0.075
O -0.084 4.392 2.696 -0.481
C -1.262 4.096 1.988 -0.481
H 2.957 3.733 5.602 0.407
H 3.371 2.919 4.108 -0.032
H 2.023 2.376 5.207 -0.121
H -1.050 3.411 1.168 0.009
H -1.745 4.987 1.587 0.343
H -2.031 3.607 2.586 0.349
C -7.338 -4.925 -2.254 -0.707
O -6.292 -4.008 -1.993 -0.285
C -6.208 -3.451 -0.779 0.646
O -7.040 -3.625 0.086 -0.586
O -5.040 -2.818 -0.705 -0.121
C -4.512 -2.307 0.520 -0.556
H -7.108 -5.460 -3.174 0.241
H -8.324 -4.491 -2.421 0.295
H -7.474 -5.633 -1.436 0.312
H -5.228 -2.160 1.328 0.478
H -4.181 -1.308 0.235 0.098
H -3.692 -2.864 0.974 0.154
```

---

4.
The following is a quantum chemistry calculation of a cluster of 9 separate species, C30H66BN2O24 in total in a non-equilibrium geometry, from the OMol25 dataset.

Values from the calculation:
- Orbital gap: 0.3385 Ha
- Maximum force: 1.19 eV/A
- LUMO level: 2.15 eV
- Charge: -1

The geometry in XYZ format:
```
123
Properties=species:S:1:pos:R:3:mulliken_charge:R:1
O 4.461 -0.295 2.195 -0.548
C 3.400 0.186 1.936 0.550
O 2.440 -0.384 1.220 -0.409
B 1.206 0.435 1.304 1.110
O 1.611 1.655 1.995 -0.673
C 2.852 1.544 2.462 0.352
O 3.419 2.291 3.192 -0.632
O 0.167 -0.340 2.031 -0.719
C -0.807 -0.665 1.207 0.083
O -1.772 -1.329 1.449 -0.308
C -0.509 0.032 -0.145 1.075
O 0.599 0.742 0.014 -0.400
O -1.160 -0.009 -1.149 -0.657
C -3.996 -3.560 3.827 -0.772
N -2.553 -3.279 3.624 0.941
O -2.066 -2.425 4.336 -0.537
O -1.990 -3.900 2.753 -0.463
H -4.560 -3.032 3.058 0.198
H -4.262 -3.254 4.829 0.306
H -4.177 -4.612 3.621 0.296
C 5.540 -3.103 0.289 -0.538
N 6.526 -2.139 -0.260 0.931
O 7.705 -2.398 -0.117 -0.558
O 6.094 -1.146 -0.802 -0.525
H 5.994 -4.081 0.384 0.332
H 4.667 -3.100 -0.355 0.124
H 5.238 -2.737 1.270 0.250
C 1.764 -2.185 -2.008 -0.167
O 1.368 -3.491 -1.681 -0.550
C 0.459 -3.499 -0.591 1.898
C 0.017 -4.884 -0.266 -0.626
O 1.007 -5.703 0.307 -0.447
C 1.092 -5.548 1.714 -0.497
H 2.347 -1.717 -1.202 -0.004
H 0.900 -1.533 -2.210 -0.026
H 2.365 -2.222 -2.915 0.446
H -0.424 -2.886 -0.818 -1.053
H 1.012 -3.017 0.232 -0.288
H -0.389 -5.426 -1.123 0.350
H -0.844 -4.781 0.418 0.250
H 1.024 -4.492 1.992 0.179
H 2.064 -5.904 2.055 0.262
H 0.308 -6.127 2.211 0.240
C -1.032 4.401 -2.048 -0.522
O -0.583 5.100 -0.922 -0.414
C 0.563 4.568 -0.304 -0.011
C 1.774 4.418 -1.214 -0.619
O 1.854 5.543 -2.074 -0.376
C 2.660 5.313 -3.201 -0.779
H -2.060 4.706 -2.227 0.280
H -1.064 3.302 -1.914 0.142
H -0.384 4.524 -2.924 0.262
H 0.314 3.592 0.130 0.000
H 0.806 5.279 0.488 0.369
H 1.649 3.516 -1.833 0.288
H 2.697 4.342 -0.629 0.547
H 3.629 4.874 -2.910 0.324
H 2.807 6.280 -3.671 0.245
H 2.215 4.570 -3.878 0.305
C 10.871 2.652 2.154 -0.585
O 10.760 2.997 3.512 -0.375
C 9.628 2.475 4.167 -0.441
C 9.394 0.970 4.050 -0.521
O 8.899 0.590 2.784 -0.350
C 7.487 0.528 2.668 -0.490
H 11.676 3.259 1.730 0.251
H 9.968 2.826 1.564 0.265
H 11.171 1.607 2.015 0.217
H 8.716 2.969 3.798 0.316
H 9.723 2.718 5.228 0.339
H 8.630 0.740 4.802 0.405
H 10.318 0.413 4.213 0.344
H 7.002 0.380 3.641 0.303
H 7.227 -0.362 2.098 0.045
H 7.086 1.438 2.222 0.274
C -3.870 4.134 0.822 -0.851
O -3.796 2.731 0.743 -0.175
C -3.135 2.090 1.805 0.829
C -3.691 2.293 3.198 -0.825
O -4.959 1.682 3.357 -0.364
C -4.924 0.569 4.205 -0.580
H -4.238 4.469 -0.142 0.272
H -2.888 4.553 1.084 0.343
H -4.561 4.468 1.609 0.253
H -2.069 2.388 1.801 -0.117
H -3.151 1.031 1.535 -0.461
H -3.722 3.352 3.468 0.429
H -2.936 1.844 3.857 0.483
H -4.248 -0.214 3.840 0.135
H -5.926 0.126 4.198 0.271
H -4.683 0.827 5.241 0.358
C -6.402 -1.639 -6.311 -0.871
O -5.856 -1.026 -5.163 -0.264
C -5.587 0.336 -5.357 -0.740
C -4.962 0.985 -4.111 -0.468
O -5.296 0.320 -2.932 -0.261
C -4.502 0.832 -1.884 -0.250
H -6.696 -0.923 -7.083 0.394
H -7.304 -2.186 -6.021 0.240
H -5.688 -2.354 -6.731 0.268
H -6.528 0.851 -5.597 0.513
H -4.887 0.504 -6.189 0.318
H -5.339 2.022 -4.051 0.467
H -3.872 1.075 -4.227 0.203
H -3.428 0.753 -2.067 0.238
H -4.728 0.299 -0.965 -0.206
H -4.809 1.873 -1.707 0.492
C -2.837 -2.080 -4.528 -0.737
O -3.615 -1.878 -3.373 0.197
C -3.114 -2.617 -2.300 -0.500
C -3.926 -2.436 -1.017 0.216
O -5.261 -2.041 -1.298 -0.280
C -5.956 -1.930 -0.093 -0.743
H -1.775 -1.956 -4.297 0.263
H -3.200 -1.372 -5.273 0.154
H -3.029 -3.074 -4.963 0.250
H -2.044 -2.415 -2.149 -0.131
H -3.132 -3.698 -2.550 0.350
H -3.497 -1.663 -0.371 -0.235
H -3.907 -3.402 -0.495 0.521
H -5.442 -1.301 0.645 0.204
H -6.185 -2.919 0.341 0.317
H -6.936 -1.493 -0.302 0.261
```